--- 1 ---
The following is a quantum chemistry calculation of the ion C3H9N2 with charge +1, from the Open Molecules 2025 dataset.

The geometry in XYZ format:
```
14
Properties=species:S:1:pos:R:3
C 0.5094 -0.9926 -0.5333
C 0.1389 1.4790 -0.9637
C -0.9047 0.3067 1.1375
N 0.5772 -2.2084 0.1140
N 0.1464 0.2368 -0.0706
H 0.8070 -1.0535 -1.5266
H 0.8891 -2.9830 -0.4227
H 0.9858 2.0490 -0.6046
H 0.3671 1.2839 -1.9803
H -0.7191 2.1242 -0.9327
H -1.5373 1.1678 1.2553
H -1.3512 -0.6899 1.1480
H -0.3670 0.3202 2.0048
H 0.2444 -2.2911 1.0205
```

Computed properties:
Kohn-Sham gap (alpha / beta): 7.918 / 8.357 eV
E_HOMO (alpha / beta): -10.82 / -16.41 eV
2S+1: 3
Charge: +1
Molar mass: 73.1 g/mol
E_LUMO (alpha / beta): -2.8989 / -8.0510 eV

Atom charges from the natural (NBO) analysis, given in e for atoms 1 to 8:
1. C -0.088
2. C -0.439
3. C -0.437
4. N -0.563
5. N -0.001
6. H 0.203
7. H 0.431
8. H 0.264

---

--- 2 ---
The following is a quantum chemistry calculation of a cluster of 2 separate species, C3H9N2 in total, from the Open Molecules 2025 dataset.

The geometry in XYZ format:
```
14
Properties=species:S:1:pos:R:3
C -1.3352 0.3176 0.4774
C 1.2190 -1.1086 0.2480
C 0.7984 0.0352 -0.4552
N -2.4517 0.3653 -0.1508
N 1.5526 1.1350 -0.2444
H -1.3098 -0.1625 1.4702
H 2.3030 -0.9495 0.6410
H 0.4797 -1.3426 0.9724
H 1.1540 -2.1248 -0.4174
H 0.3066 0.0621 -1.4563
H -3.4355 0.0735 0.2224
H -2.5885 0.6001 -1.2061
H 1.1951 1.9554 -0.6394
H 2.1121 1.1440 0.5383
```

Computed properties:
Kohn-Sham gap (alpha / beta): 6.572 / 10.049 eV
E_HOMO (alpha / beta): -10.70 / -16.46 eV
2S+1: 3
Charge: +1
Molar mass: 73.1 g/mol
E_LUMO (alpha / beta): -4.1319 / -6.4153 eV

Atom charges from the natural (NBO) analysis, given in e for atoms 1 to 8:
1. C 0.093
2. C -0.718
3. C 0.169
4. N -0.871
5. N -0.631
6. H 0.194
7. H 0.251
8. H 0.271

---

Most stable structure: 1

---

--- 1 ---
The following is a quantum chemistry calculation of the molecule C4H4F2, from the Open Molecules 2025 dataset.

The geometry in XYZ format:
```
10
Properties=species:S:1:pos:R:3
C -1.4396 -0.4315 0.7529
C -0.4068 0.4623 0.6649
C 0.7964 0.5707 -0.0989
C 1.1528 -0.3120 -1.0671
H -2.0973 -0.4794 1.4852
H -0.4035 1.0796 1.6326
H 0.4616 -0.9911 -1.3998
H 1.9242 -0.2018 -1.8445
F -1.5236 -1.5181 0.0523
F 1.5357 1.8213 -0.1778
```

Computed properties:
Kohn-Sham gap: 9.334 eV
E_HOMO: -9.07 eV
SMILES: C=C(F)/C=C\F
Charge: 0
Molar mass: 90.1 g/mol
E_LUMO: 0.2603 eV

Atom charges from the natural (NBO) analysis, given in e for atoms 1 to 8:
1. C 0.299
2. C -0.391
3. C 0.360
4. C -0.421
5. H 0.159
6. H 0.240
7. H 0.204
8. H 0.218

---

--- 2 ---
The following is a quantum chemistry calculation of a cluster of 2 separate species, C4H4F2 in total, from the Open Molecules 2025 dataset.

The geometry in XYZ format:
```
10
Properties=species:S:1:pos:R:3
C 2.0402 -1.2170 -0.0192
C -2.1049 1.1941 -0.0498
C 1.3571 -0.1178 -0.0831
C -1.2819 0.1892 0.0061
F 1.9007 1.1012 0.0836
F -1.7547 -1.0366 0.0497
H 3.1497 -1.2260 0.3873
H 1.5955 -2.1222 -0.3053
H -3.1064 1.0512 0.1867
H -1.7953 2.1839 -0.2560
```

Computed properties:
Kohn-Sham gap (alpha / beta): 9.240 / 9.176 eV
E_HOMO (alpha / beta): -10.08 / -10.03 eV
Charge: 0
Molar mass: 90.1 g/mol
E_LUMO (alpha / beta): -0.8378 / -0.8540 eV

Atom charges from the natural (NBO) analysis, given in e for atoms 1 to 8:
1. C -0.615
2. C -0.604
3. C 0.472
4. C 0.482
5. F -0.336
6. F -0.329
7. H 0.242
8. H 0.233

---

Most stable structure: 1

---

--- 1 ---
The following is a quantum chemistry calculation of a structure of composition H3N2P, from the Open Molecules 2025 dataset.

The geometry in XYZ format:
```
6
Properties=species:S:1:pos:R:3
N -0.4228 -0.2402 -0.9127
N 0.5111 0.5578 -0.1175
P 0.5561 -0.8343 1.0175
H -1.3415 0.2016 -0.8350
H 1.4545 0.7711 -0.6495
H -0.7573 -0.4561 1.4972
```

Computed properties:
Kohn-Sham gap (alpha / beta): 7.979 / 7.998 eV
E_HOMO (alpha / beta): -8.81 / -8.89 eV
Charge: 0
Molar mass: 62.0 g/mol
E_LUMO (alpha / beta): -0.8274 / -0.8872 eV

In elementary charge units, the natural (NBO) charges are:
1. N -0.536
2. N -0.772
3. P 0.664
4. H 0.326
5. H 0.379
6. H -0.061

---

--- 2 ---
The following is a quantum chemistry calculation of a structure of composition H3N2P, from the Open Molecules 2025 dataset.

The geometry in XYZ format:
```
6
Properties=species:S:1:pos:R:3
N -0.9346 -0.4028 -0.3266
N -0.5524 1.2249 0.3119
P 0.5384 0.1531 -0.0088
H -1.3243 -0.9870 0.4794
H 0.6326 0.4347 -1.2378
H 1.6404 -0.4228 0.7819
```

Computed properties:
Kohn-Sham gap: 8.973 eV
E_HOMO: -8.79 eV
Charge: 0
Molar mass: 62.0 g/mol
E_LUMO: 0.1808 eV

In elementary charge units, the natural (NBO) charges are:
1. N -0.821
2. N -0.784
3. P 1.330
4. H 0.366
5. H -0.056
6. H -0.035

---

Most stable structure: 1

---

--- 1 ---
The following is a quantum chemistry calculation of a cluster of 2 separate species, C5H8NO in total, from the Open Molecules 2025 dataset.

The geometry in XYZ format:
```
15
Properties=species:S:1:pos:R:3
C 0.2256 -0.0979 -0.6632
C -0.3953 -0.0260 1.8181
C -1.1913 0.9858 1.0714
C -0.7029 -0.3157 0.2950
C 0.4862 -0.8149 -1.8879
N 1.6867 1.3502 -0.2838
O 2.6786 1.1188 -0.8094
H 0.6819 0.0085 2.1739
H -0.8140 -0.7443 2.6448
H -2.2896 0.8306 1.2267
H -0.6660 1.8825 0.6755
H -1.4939 -1.1555 0.1888
H 0.2476 -1.8311 -1.7100
H 1.5810 -0.6652 -2.0430
H -0.0346 -0.5258 -2.6970
```

Computed properties:
Kohn-Sham gap: 7.964 eV
E_HOMO: -13.84 eV
Charge: +1
Molar mass: 98.1 g/mol
E_LUMO: -5.8728 eV

Atom charges from the natural (NBO) analysis, given in e for atoms 1 to 8:
1. C 0.416
2. C -0.342
3. C -0.301
4. C -0.431
5. C -0.751
6. N 0.326
7. O -0.096
8. H 0.261

---

--- 2 ---
The following is a quantum chemistry calculation of the ion C5H8NO with charge +1, from the Open Molecules 2025 dataset.

The geometry in XYZ format:
```
15
Properties=species:S:1:pos:R:3
C 1.3810 -0.5259 -0.8485
C 1.1327 0.6201 -0.2291
C 0.2483 -1.3869 -1.1649
C -1.1048 -1.0767 -0.6950
C -0.5743 0.9839 1.5642
N -0.1609 0.8587 0.1505
O -0.9912 -0.7663 -1.9281
H 2.4437 -0.6720 -1.0843
H 1.8465 1.2777 0.1163
H 0.3563 -2.4297 -1.3685
H -1.9855 -1.3270 -0.0688
H -1.6986 1.0953 1.7891
H -0.1817 0.1889 2.0959
H 0.0210 1.7602 2.1327
H -0.7327 1.3998 -0.4618
```

Computed properties:
Kohn-Sham gap: 9.409 eV
E_HOMO: -14.40 eV
Charge: +1
Molar mass: 98.1 g/mol
E_LUMO: -4.9913 eV

Atom charges from the natural (NBO) analysis, given in e for atoms 1 to 8:
1. C -0.261
2. C 0.075
3. C 0.023
4. C 0.413
5. C -0.444
6. N -0.589
7. O -0.338
8. H 0.273

---

Most stable structure: 2

---

--- 1 ---
The following is a quantum chemistry calculation of a cluster of 2 separate species, C5H12OS in total, from the Open Molecules 2025 dataset.

The geometry in XYZ format:
```
19
Properties=species:S:1:pos:R:3
C -1.8625 -1.0080 0.1796
C -0.0165 -0.1345 1.7870
C 0.5232 -1.8204 -1.3896
C 1.4325 1.7091 -0.8523
C -0.4517 -1.0543 0.6223
O 0.5478 -1.2994 -0.2124
S 0.3653 3.1718 -0.5556
H -2.4528 -1.5440 0.9300
H -2.3323 -0.0296 0.1740
H -2.0603 -1.5134 -0.8074
H -0.5584 -0.4869 2.7349
H 1.0334 -0.4366 1.8688
H -0.3347 0.9625 1.5946
H 1.5223 -2.0334 -1.9148
H 2.3947 2.1416 -0.9719
H -0.3567 -1.8361 -2.0841
H 1.1833 1.2920 -1.9249
H 1.2297 0.8497 -0.0752
H 0.1937 3.0700 0.8973
```

Computed properties:
Kohn-Sham gap (alpha / beta): 7.854 / 8.014 eV
E_HOMO (alpha / beta): -7.19 / -7.37 eV
Charge: 0
Molar mass: 120.2 g/mol
E_LUMO (alpha / beta): 0.6639 / 0.6443 eV

Atom charges from the natural (NBO) analysis, given in e for atoms 1 to 8:
1. C -0.710
2. C -0.688
3. C -0.166
4. C -0.750
5. C 0.282
6. O -0.395
7. S -0.081
8. H 0.231

---

--- 2 ---
The following is a quantum chemistry calculation of a cluster of 2 separate species, C5H12OS in total, from the Open Molecules 2025 dataset.

The geometry in XYZ format:
```
19
Properties=species:S:1:pos:R:3
S 1.6419 -1.7641 1.2173
C 0.9286 -0.7885 2.6882
C 1.5087 -0.3813 0.0564
C -0.4728 -0.2780 2.4006
C 0.0000 0.0000 0.0000
C -0.5504 0.6630 1.2212
H 0.9096 -1.3913 3.6165
H 1.6059 0.0704 2.8585
H 1.8164 -0.7523 -0.9402
H 2.1935 0.4426 0.3350
H -1.1162 -1.1326 2.1157
H -0.8391 0.1105 3.3703
H -0.0035 0.6416 -0.9021
H -0.4646 -0.9670 -0.2730
H 0.0397 1.5504 1.5206
H -1.5855 0.9996 1.0194
O -0.5606 -5.6324 2.0209
H -1.3675 -6.0872 1.6888
H -0.8994 -4.8342 2.4860
```

Computed properties:
Kohn-Sham gap: 9.123 eV
E_HOMO: -8.38 eV
SMILES: C1CCSCC1.O
Charge: 0
Molar mass: 120.2 g/mol
E_LUMO: 0.7453 eV

Atom charges from the natural (NBO) analysis, given in e for atoms 1 to 8:
1. S 0.154
2. C -0.493
3. C -0.527
4. C -0.416
5. C -0.416
6. C -0.411
7. H 0.228
8. H 0.203

---

Most stable structure: 2

---

--- 1 ---
The following is a quantum chemistry calculation of a cluster of 2 separate species, H2NO4S in total, from the Open Molecules 2025 dataset.

The geometry in XYZ format:
```
8
Properties=species:S:1:pos:R:3
N -0.1597 -0.7403 1.0427
O 1.2965 0.4051 -0.9994
O -0.1543 -1.2947 -1.9936
O 0.7796 0.1529 1.6462
O -1.2205 -0.0915 0.3932
S 1.0689 -1.0855 -1.1554
H 1.2893 0.5945 0.9775
H -0.8520 0.2082 -0.3822
```

Computed properties:
Kohn-Sham gap (alpha / beta): 7.988 / 6.666 eV
E_HOMO (alpha / beta): -4.19 / -2.80 eV
Charge: -1
Molar mass: 112.1 g/mol
E_LUMO (alpha / beta): 3.7989 / 3.8636 eV

In elementary charge units, the natural (NBO) charges are:
1. N -0.007
2. O -1.031
3. O -0.971
4. O -0.646
5. O -0.606
6. S 1.336
7. H 0.468
8. H 0.458

---

--- 2 ---
The following is a quantum chemistry calculation of a cluster of 2 separate species, H2NO4S in total, from the Open Molecules 2025 dataset.

The geometry in XYZ format:
```
8
Properties=species:S:1:pos:R:3
N 1.8018 0.4136 -0.6667
O -0.7893 -0.8063 0.7576
O -2.2035 1.2244 0.6545
O -2.6006 -0.6427 -0.9181
O 1.8000 -0.3859 0.4521
S -1.6197 0.0927 -0.0960
H 2.7799 0.7021 -0.7811
H 0.8315 -0.5979 0.5978
```

Computed properties:
Kohn-Sham gap (alpha / beta): 8.048 / 8.803 eV
E_HOMO (alpha / beta): -3.95 / -5.27 eV
Charge: -1
Molar mass: 112.1 g/mol
E_LUMO (alpha / beta): 4.0942 / 3.5307 eV

In elementary charge units, the natural (NBO) charges are:
1. N -0.285
2. O -1.022
3. O -0.970
4. O -0.970
5. O -0.552
6. S 2.022
7. H 0.261
8. H 0.516

---

Most stable structure: 2